# 1
A single C4H7N3 molecule in a non-equilibrium geometry. Source: the Open Molecules 2025 dataset; level of theory: the ωB97M-V functional and the def2-TZVPD basis.

Each line ends with the Löwdin charge.
Positions of all 14 atoms, in Å:
N: -1.208 2.057 0.782  0.0591
C: -0.497 0.838 0.636  -0.3379
C: -0.032 -0.125 1.512  -0.0758
N: 0.605 -1.132 0.765  0.0544
C: 0.444 -0.845 -0.561  -0.4046
N: 1.150 -1.475 -1.592  0.0953
C: -0.337 0.271 -0.659  -0.0404
H: -0.737 2.893 1.103  0.0754
H: -1.757 2.264 -0.042  0.0673
H: 0.018 -0.176 2.586  0.0965
H: 1.393 -1.656 1.121  0.1466
H: 0.980 -2.465 -1.715  0.0798
H: 0.963 -0.979 -2.455  0.0828
H: -0.984 0.529 -1.480  0.1016

Computed properties:
SMILES ... Nc1c[nH]c(N)c1
HOMO-LUMO gap ... 8.31 eV

# 2
A molecular structure, C29H49N3O5P2Ru in a non-equilibrium geometry. Source: the Open Molecules 2025 dataset; level of theory: the ωB97M-V functional and the def2-TZVPD basis.

Each line ends with the Löwdin charge.
Positions of all 89 atoms, in Å:
Ru: 0.009 0.064 0.195  1.0878
C: -3.492 2.061 0.788  -0.1193
C: -2.562 2.570 -0.303  -0.5003
C: -3.360 3.399 -1.317  -0.0748
P: -1.645 1.163 -1.008  1.0256
C: -1.085 1.585 -2.690  -0.4982
C: -0.293 0.388 -3.248  -0.0977
C: -0.238 2.866 -2.743  -0.0764
C: -2.809 -0.201 -1.243  -0.2661
C: -4.019 -0.147 -1.893  -0.0114
C: -4.833 -1.284 -2.008  -0.2084
C: -6.197 -1.197 -2.624  -0.0180
C: -4.342 -2.512 -1.532  0.0103
C: -3.129 -2.595 -0.899  0.0260
C: -2.367 -1.421 -0.694  -0.2804
N: -1.158 -1.446 -0.027  -0.0771
C: -0.715 -2.730 0.524  -0.2266
C: -1.378 -3.261 1.614  -0.2295
C: -2.551 -2.560 2.263  -0.0261
C: -0.919 -4.473 2.135  -0.0012
C: 0.157 -5.143 1.593  -0.2392
C: 0.635 -6.462 2.162  -0.0235
C: 0.792 -4.572 0.489  0.0131
C: 0.367 -3.380 -0.075  -0.2180
C: 0.999 -2.904 -1.373  -0.0298
H: -3.866 2.897 1.381  0.1041
H: -2.995 1.356 1.446  0.0145
H: -4.355 1.551 0.355  0.0926
H: -1.771 3.188 0.129  0.1196
H: -4.164 2.816 -1.771  0.0744
H: -2.746 3.816 -2.110  0.0635
H: -3.830 4.235 -0.796  0.0986
H: -2.003 1.714 -3.268  0.1184
H: 0.671 0.300 -2.742  0.0622
H: -0.085 0.549 -4.307  0.0977
H: -0.831 -0.561 -3.159  0.0717
H: 0.622 2.806 -2.083  0.0639
H: -0.804 3.762 -2.488  0.0683
H: 0.130 2.989 -3.763  0.0992
H: -4.359 0.779 -2.343  0.1133
H: -6.435 -0.189 -2.958  0.0866
H: -6.952 -1.514 -1.903  0.1004
H: -6.278 -1.877 -3.476  0.1021
H: -4.930 -3.410 -1.687  0.1362
H: -2.737 -3.550 -0.571  0.1335
H: -2.459 -1.474 2.202  0.0434
H: -2.632 -2.840 3.313  0.0900
H: -3.496 -2.828 1.789  0.0949
H: -1.426 -4.892 3.002  0.1347
H: -0.008 -6.808 2.969  0.0830
H: 1.653 -6.373 2.547  0.0917
H: 0.657 -7.230 1.388  0.0931
H: 1.633 -5.093 0.036  0.1349
H: 1.932 -3.431 -1.567  0.0946
H: 1.217 -1.840 -1.400  0.0344
H: 0.334 -3.103 -2.216  0.0979
N: 2.002 -0.721 0.898  -0.0058
N: 2.967 0.135 0.341  0.0434
C: 2.555 1.363 -0.138  -0.6218
O: 3.309 2.254 -0.370  0.1519
O: 1.195 1.440 -0.360  -0.2733
H: 2.008 -0.682 1.910  0.0795
H: 2.205 -1.673 0.616  0.1019
H: 3.890 0.120 0.745  0.1637
C: -3.665 0.713 3.750  -0.0649
C: -2.473 1.614 3.906  -0.1992
O: -1.201 0.863 3.776  -0.2156
P: -0.228 0.524 2.609  0.6598
O: 0.640 -0.600 3.294  -0.2762
C: 0.121 -1.670 4.177  -0.2121
C: 0.739 -1.514 5.538  -0.0461
O: 0.773 1.705 2.462  -0.2768
C: 1.344 2.468 3.596  -0.1905
C: 0.656 3.799 3.695  -0.0490
H: -4.577 1.289 3.917  0.1064
H: -3.632 -0.094 4.485  0.0954
H: -3.719 0.272 2.755  0.0491
H: -2.429 2.014 4.913  0.1336
H: -2.463 2.448 3.220  0.0978
H: 0.389 -2.608 3.706  0.1133
H: -0.965 -1.601 4.226  0.0961
H: 1.829 -1.497 5.473  0.0920
H: 0.446 -2.357 6.167  0.0964
H: 0.401 -0.594 6.020  0.0858
H: 2.396 2.577 3.355  0.1302
H: 1.251 1.878 4.505  0.1178
H: 0.669 4.309 2.730  0.0934
H: 1.188 4.424 4.415  0.0989
H: -0.379 3.697 4.035  0.0711

Computed properties:
Net charge ... +2
HOMO-LUMO gap (spin up / spin down) ... 6.05 / 6.05 eV

# 3
A molecular structure, C3H3HgNaO3 in a non-equilibrium geometry. Source: the Open Molecules 2025 dataset; level of theory: the ωB97M-V functional and the def2-TZVPD basis.

Each line ends with the Löwdin charge.
Positions of all 11 atoms, in Å:
C: -0.099 -1.086 -0.224  -0.0920
C: -0.200 0.344 0.192  -0.2118
O: -0.065 1.175 -0.944  -0.1462
O: -0.269 -2.059 0.442  -0.1481
H: 0.592 0.525 0.938  0.1381
H: -1.174 0.477 0.693  0.1366
O: -0.338 2.906 0.415  -0.1640
C: -0.154 2.541 -0.758  -0.3987
Hg: 0.184 -4.770 0.622  0.3510
Na: -0.275 4.888 -0.811  0.6980
H: 1.799 -4.940 -0.565  -0.1628

Computed properties:
HOMO-LUMO gap (spin up / spin down) ... 5.96 / 6.58 eV
Spin multiplicity ... 3

Q: Which formula does entry 1 have?
A: C4H7N3

Copy entry 1 word for word.
A single C4H7N3 molecule in a non-equilibrium geometry. Source: the Open Molecules 2025 dataset; level of theory: the ωB97M-V functional and the def2-TZVPD basis.

Each line ends with the Löwdin charge.
Positions of all 14 atoms, in Å:
N: -1.208 2.057 0.782  0.0591
C: -0.497 0.838 0.636  -0.3379
C: -0.032 -0.125 1.512  -0.0758
N: 0.605 -1.132 0.765  0.0544
C: 0.444 -0.845 -0.561  -0.4046
N: 1.150 -1.475 -1.592  0.0953
C: -0.337 0.271 -0.659  -0.0404
H: -0.737 2.893 1.103  0.0754
H: -1.757 2.264 -0.042  0.0673
H: 0.018 -0.176 2.586  0.0965
H: 1.393 -1.656 1.121  0.1466
H: 0.980 -2.465 -1.715  0.0798
H: 0.963 -0.979 -2.455  0.0828
H: -0.984 0.529 -1.480  0.1016

Computed properties:
SMILES ... Nc1c[nH]c(N)c1
HOMO-LUMO gap ... 8.31 eV